Formula: C28H31OSi
Source: the Open Molecules 2025 dataset
Level of theory: ωB97M-V/def2-TZVPD

XYZ file:
```
61
Properties=species:S:1:pos:R:3:forces:R:3:mulliken_charge:R:1
C 0.5138 0.5128 0.2278 0.640 -1.779 2.227 0.767
H -3.5781 -2.1742 -2.6793 -0.019 -0.111 -0.038 0.404
H -1.9578 -4.9511 0.1589 0.090 0.341 -0.120 0.395
H 1.8495 2.6673 -2.1069 -0.606 -0.651 0.098 0.505
H -4.8153 -0.5897 1.6055 0.360 0.049 0.026 0.415
C -0.8521 -1.8007 -0.6670 -0.550 0.450 0.135 -0.157
H 7.0934 -4.5233 -0.6291 -0.044 -0.013 0.113 0.387
H 1.5881 -2.4098 0.4988 0.403 0.636 -0.784 0.541
H 2.8679 -0.6158 -1.8872 -0.542 -1.297 1.436 0.723
H -3.5566 2.6328 0.1038 -0.202 0.003 0.187 0.330
H -3.7426 3.4774 1.6659 -0.110 -0.336 -0.250 0.297
H 5.3115 -0.5988 -1.0133 0.320 -0.296 -0.232 0.362
H 0.5644 1.3454 -2.2454 0.542 0.858 0.245 0.411
C 6.3672 -2.5106 -0.7999 -0.190 0.221 -0.206 -0.630
C -1.1131 3.8241 1.0018 -0.530 0.450 -0.237 -0.638
H -0.8260 6.4810 -1.1464 0.073 -0.896 0.227 0.376
H -5.0000 2.3436 1.1129 0.375 0.037 -0.017 0.483
C -2.8181 -3.7235 -1.3825 -0.195 0.271 0.263 -0.448
C 0.0496 3.1229 -1.0566 0.031 0.829 0.342 0.211
H -3.3750 -0.9030 0.6040 -0.080 0.175 0.283 0.063
H -1.9169 -0.4511 -1.9671 0.054 -0.612 -0.197 0.281
C -3.9110 2.5253 1.1376 -0.090 -0.006 -0.162 -0.963
H 2.0006 2.2322 0.2895 -0.304 -0.958 0.336 0.506
C 2.7770 -1.3943 -1.0441 -0.961 -0.892 0.171 -0.426
C -0.7442 5.4401 -0.7717 0.129 -0.425 0.615 -0.563
H -1.4122 3.5994 2.0312 0.055 -0.058 -0.516 0.601
C 6.2185 -3.8866 -0.6239 -0.459 0.213 -0.188 -0.441
C -1.2051 5.1338 0.5454 0.302 -0.120 -0.839 -0.739
H -0.3053 -3.2123 0.9020 -0.225 -0.167 -0.618 0.370
H -1.6314 5.9178 1.1810 0.284 -0.347 -0.286 0.438
C 3.9594 -2.2537 -0.8791 0.839 -0.191 0.760 -0.080
H -3.6274 -4.4337 -1.6093 0.671 0.271 -0.091 0.367
C 1.6521 1.3777 -0.3303 0.135 0.431 -0.878 -1.295
C -1.9016 -3.9960 -0.3682 0.167 0.499 0.573 -0.776
C -3.0959 1.5866 3.8715 0.079 -0.221 -0.022 -1.022
O -1.3577 1.0554 1.6564 1.211 0.550 -2.502 -0.616
H -2.3811 0.9916 4.4552 -0.212 0.101 -0.082 0.341
C -1.8771 -1.4786 -1.5759 0.118 -0.724 -0.047 -0.481
H -2.8261 2.6493 3.9850 -0.108 -0.334 -0.021 0.319
H -3.3685 -1.3273 2.3303 -0.072 0.223 -0.221 0.291
C 1.0581 2.0932 -1.5713 -0.104 0.278 -0.653 -0.442
C -0.5706 1.4340 0.6356 -1.322 -0.669 2.507 -0.047
Si -3.0882 1.1242 2.0567 -0.069 0.232 0.204 0.250
C -0.6195 2.8026 0.1538 0.344 -0.080 0.435 0.800
C 5.2541 -1.6849 -0.9295 -1.011 -0.755 0.065 -0.284
C -3.7121 -0.5773 1.6005 -0.015 -0.035 0.136 -0.723
H -4.1022 1.4435 4.3084 0.425 0.060 -0.222 0.355
H 0.5870 -0.4119 -1.7042 -0.969 -1.572 1.912 0.231
H 2.7892 -4.0301 -0.4072 0.865 0.131 -0.426 0.359
H 4.7986 -5.5119 -0.4029 0.163 0.160 0.201 0.371
C 3.8097 -3.6282 -0.5724 -0.133 0.624 -0.230 -0.448
H 0.3776 4.7404 -2.4992 -0.204 -0.234 0.701 0.431
C -0.9590 -3.0264 0.0380 0.128 0.206 -0.566 -0.137
C -0.0708 4.4579 -1.5294 -0.141 -0.443 0.021 -0.697
C 4.9377 -4.4379 -0.4945 0.037 0.110 -0.121 -0.623
H 7.3440 -2.0593 -0.9081 0.125 -0.149 0.162 0.382
H 0.8173 -0.1707 1.1143 -0.505 2.263 -0.225 0.588
C 0.3749 -0.8662 -0.6242 0.934 1.039 -2.738 1.311
C -2.8158 -2.4568 -1.9652 0.228 0.853 0.488 -0.535
C 1.6475 -1.6597 -0.3190 0.474 1.156 -1.249 -1.260
H 2.5259 0.7430 -0.5616 -0.630 0.650 0.118 0.209
```
Positions in Å, forces in eV/Å.

- Molecular weight: 411.64 Da
- Orbital gap: 6.1 eV
- Total energy: -39457.6625 eV
- Total charge: +1



Formula: C49H42CdN5PS2Sb
Source: the Open Molecules 2025 dataset
Level of theory: ωB97M-V/def2-TZVPD

XYZ file:
```
101
Properties=species:S:1:pos:R:3:forces:R:3:mulliken_charge:R:1
H 0.0942 3.3090 -4.8903 -0.034 -0.070 -0.030 0.529
C -2.7384 4.3672 -0.8830 0.056 -0.023 0.042 0.482
C -3.1122 3.0989 -5.0972 -0.020 0.138 -0.035 -0.359
H 1.9110 4.8221 0.2622 -0.006 0.079 0.039 0.484
H -4.2983 2.2997 2.4597 -0.004 0.062 0.000 0.447
H -2.1713 -5.6440 -2.1125 -0.007 -0.058 -0.057 0.411
C 2.6848 -0.1576 -1.3917 -0.317 -0.012 0.193 -0.503
C -1.3362 -1.5570 4.4951 -0.069 -0.043 -0.046 -0.661
H 3.2227 2.1036 -2.7846 0.035 -0.014 -0.059 0.604
H -1.2885 -1.4441 6.6276 -0.011 0.034 0.053 0.442
H -2.7521 -6.0846 0.2445 -0.033 -0.075 0.019 0.434
H -5.6971 5.8766 -0.2593 -0.048 0.011 -0.009 0.428
H 2.8350 4.4488 -2.0317 -0.012 -0.021 -0.002 0.611
N 2.1035 -2.3660 -0.9734 0.043 0.319 -0.016 -0.937
C -1.5753 -2.9303 0.5598 -0.011 0.047 -0.055 1.099
H -0.0176 -4.0766 2.6490 0.015 0.006 -0.003 0.466
H 1.2454 7.4827 -2.5164 0.012 0.050 0.030 0.425
C 3.5108 -1.3112 -3.4362 -0.030 -0.023 -0.011 -0.274
H -1.4944 1.3293 0.8414 -0.190 -0.004 0.191 -0.385
C 2.2547 -2.9802 0.1654 0.040 -0.054 0.085 0.226
H 5.2252 0.6987 -1.3152 0.007 0.027 0.054 0.524
H -1.0743 4.3028 0.4818 0.015 -0.030 -0.012 0.546
S 2.4469 -2.2615 1.7612 -0.049 -0.043 -0.094 -0.500
C -5.2288 -0.9515 2.6347 0.065 0.101 -0.020 -0.875
N 1.9429 1.4737 0.2463 0.032 -0.045 -0.078 -0.570
C -2.7380 5.3758 1.3016 0.019 -0.021 0.022 -0.569
H 0.5084 -4.9151 4.8946 0.045 -0.069 0.008 0.425
C -0.3508 4.5827 -3.2096 -0.017 -0.009 -0.007 0.248
H -3.9458 -2.6019 2.2362 0.009 -0.004 -0.013 0.320
C 2.4713 1.2621 -0.9716 0.088 -0.056 -0.024 0.291
C -2.1213 -4.1607 0.9218 -0.018 0.023 0.054 -0.175
S -0.6580 1.4461 -1.5451 -0.232 -0.183 0.033 -0.199
C 1.7608 2.7241 0.6574 -0.092 0.240 0.054 -0.247
H -5.8563 1.4975 -6.2472 -0.060 -0.028 -0.061 0.393
C -4.0388 5.8127 1.0941 -0.009 0.000 -0.001 -0.562
H -6.0134 0.8713 -3.8682 -0.053 -0.041 0.029 0.410
C -5.2014 1.4950 -4.2112 -0.004 -0.005 0.082 -0.693
H -2.1572 2.4441 1.8402 0.023 -0.012 0.028 0.254
C -0.3170 -3.5060 3.5178 0.040 -0.020 -0.111 -0.213
H -6.0806 -1.5734 2.8621 -0.062 -0.037 0.019 0.452
C -2.0897 4.6496 0.3154 0.092 -0.020 0.029 -0.684
N 1.9319 -1.0077 -0.8051 0.290 -0.090 -0.142 1.602
C -0.9960 -2.3013 3.3658 -0.009 0.024 -0.053 0.337
H -2.3163 3.7412 -5.4498 0.063 0.013 -0.014 0.455
H -6.2457 0.9048 3.0051 -0.048 0.023 0.016 0.406
H 4.3339 -2.2454 -5.1701 -0.011 -0.058 -0.074 0.408
H 1.8370 4.7856 -5.7800 0.034 -0.019 -0.063 0.425
H -4.0063 2.9229 -7.0334 0.010 0.026 -0.088 0.412
H -4.5465 6.3753 1.8630 -0.042 0.049 0.061 0.423
C -3.1999 2.7432 -3.7588 -0.018 -0.059 0.054 0.336
C 3.7574 -0.4764 -2.3528 0.012 0.006 0.028 0.055
C -2.3336 -5.1310 -0.0404 0.008 -0.010 -0.029 -0.896
H 2.7264 -4.8121 0.9059 -0.058 0.049 -0.073 0.235
C -4.0715 2.6470 -5.9920 0.015 0.026 0.020 -0.646
Sb -1.7342 3.2546 -2.3537 0.049 -0.096 0.023 1.138
C -4.2433 1.9365 -3.3134 0.000 -0.050 -0.012 -0.499
H -2.2312 5.6001 2.2298 0.027 0.021 0.049 0.421
P -1.3164 -1.5818 1.7283 0.172 0.366 0.226 0.848
C -0.0098 -3.9744 4.7848 0.000 0.012 0.013 -0.810
C 2.8156 2.3146 -1.8083 -0.012 -0.034 0.113 -0.741
H -0.1107 -3.6016 6.8894 0.014 -0.031 0.087 0.405
C -4.2227 1.2205 2.4123 0.029 -0.037 -0.048 -0.564
C -0.3560 -3.2357 5.9040 -0.022 0.055 -0.017 -0.584
N -1.9003 1.4669 1.7734 0.363 0.297 -0.362 -0.157
C 5.0295 0.0543 -2.1618 0.017 -0.006 -0.030 -0.084
C 0.3232 4.2322 -4.3745 0.049 -0.103 0.029 -0.385
H -1.8689 -0.6213 4.3912 -0.019 0.066 -0.022 0.340
C -4.0364 4.8121 -1.0913 -0.037 0.014 -0.043 -0.711
C 2.0787 3.8268 -0.1184 -0.031 -0.176 0.024 -0.572
C 1.3200 5.0553 -4.8708 0.052 0.039 -0.019 -0.737
C -3.0061 0.6466 2.0273 -0.125 0.083 0.071 0.717
H -1.1969 -3.4667 -2.7600 0.024 0.015 -0.070 0.484
C -4.0255 -1.5224 2.2741 -0.044 -0.086 -0.031 -0.540
C -4.6856 5.5323 -0.0984 -0.039 0.022 0.007 -0.684
C 0.9900 6.5696 -3.0351 -0.005 0.062 0.033 -0.712
H -4.5494 4.5992 -2.0202 -0.019 -0.014 -0.044 0.470
H -0.8050 -1.7377 -1.0622 -0.049 -0.033 0.004 0.325
C -2.0052 -4.8817 -1.3657 0.007 0.033 -0.005 -0.618
C -2.9062 -0.7426 1.9755 -0.004 -0.205 -0.044 0.593
C -1.0157 -2.0231 5.7574 0.023 -0.057 0.038 -0.646
C -1.2433 -2.6878 -0.7703 0.069 0.075 -0.011 -0.524
H 7.0412 0.1466 -2.8833 0.053 0.018 0.009 0.411
N 2.2926 -4.3415 0.1286 0.043 -0.067 0.056 -0.411
C 2.6009 3.6130 -1.3839 0.014 0.033 0.030 -0.468
H -2.3666 -4.3697 1.9547 -0.012 0.013 0.023 0.471
C 5.8002 -1.0812 -4.1280 -0.053 -0.007 0.012 -0.413
H 1.3280 2.8442 1.6448 0.036 0.018 -0.024 0.467
C -5.1116 1.8473 -5.5484 -0.008 0.010 -0.052 -0.538
C 6.0516 -0.2558 -3.0434 0.000 0.007 0.004 -0.824
C 4.5291 -1.6033 -4.3247 0.074 0.013 -0.031 -0.729
H 2.4006 -4.7591 -0.7814 0.024 -0.033 -0.031 0.246
C 1.6548 6.2231 -4.1998 0.022 0.000 -0.047 -0.567
C -1.4611 -3.6607 -1.7313 -0.021 -0.043 0.015 -0.865
H -0.5395 6.0411 -1.6351 0.009 -0.019 -0.008 0.435
C -5.3168 0.4355 2.7134 0.041 -0.078 -0.006 -0.753
H -4.3092 1.6394 -2.2731 0.016 -0.019 0.032 0.526
H 2.5262 -1.7320 -3.5736 -0.061 -0.022 0.009 0.466
H 2.4299 6.8664 -4.5901 0.053 0.034 -0.024 0.408
Cd 0.8773 -0.3895 1.0838 -0.150 -0.244 0.144 0.670
H 6.5940 -1.3197 -4.8187 0.078 -0.025 -0.072 0.418
C -0.0134 5.7511 -2.5382 -0.147 0.082 0.043 -0.219
```
Positions in Å, forces in eV/Å.

- Molecular weight: 1030.19 Da
- Orbital gap: 7.7 eV
- Total energy: -101002.5065 eV
- Total charge: +1



Formula: C11H25N3O3P2Tb
Source: the Open Molecules 2025 dataset
Level of theory: ωB97M-V/def2-TZVPD

XYZ file:
```
45
Properties=species:S:1:pos:R:3:forces:R:3:lowdin_spin:R:1
H -2.5907 3.6001 -0.4139 -0.092 -0.528 0.143 0.017
H -0.2385 -0.7548 -3.9769 0.061 0.354 0.412 0.015
H 2.1581 -1.6797 2.5678 -0.442 0.458 0.066 -0.001
H -3.3253 2.3882 -2.7628 0.089 0.058 0.246 0.018
H 1.5751 -3.6134 -1.3864 -0.659 -0.413 -0.243 0.000
H 4.4474 3.5345 1.8102 -0.323 -0.274 -0.014 0.000
C -2.5377 1.9474 -2.1554 0.616 -0.456 -1.312 0.426
C -3.2539 -1.6092 -0.9909 -0.062 -0.221 -0.755 0.000
H -4.3334 -1.4119 -0.8900 0.191 -0.098 -0.054 0.000
P -2.3907 2.1789 -0.3995 -0.621 0.692 0.594 0.041
H -1.6081 1.2155 -3.9710 -0.143 0.037 0.667 -0.003
C 0.3271 -0.1855 -3.2109 0.027 -0.587 -0.229 0.037
O 0.9599 2.4497 -0.6495 1.203 0.270 1.053 -0.011
C -2.6286 -1.5274 0.3505 1.960 1.181 0.518 -0.003
P 0.9869 -1.7365 1.7635 0.706 -0.869 0.738 -0.014
C 1.7646 2.4613 0.3315 -1.393 -1.150 -0.588 -0.003
H -3.1357 -2.6507 -1.3646 -0.221 0.753 0.183 0.000
H 0.9544 0.5398 -3.7682 -0.482 -0.096 0.292 0.018
C -1.5682 1.2203 -2.8605 0.273 -0.385 -0.758 0.016
C 2.7568 3.5860 0.5214 0.196 -0.162 0.238 0.000
H 0.2042 -2.4844 2.6865 0.190 0.355 -0.068 -0.001
O 1.7772 1.5239 1.2041 -0.022 0.606 -0.762 -0.013
H 3.2949 2.2674 2.0439 -0.029 0.471 -0.158 0.000
H -2.8233 -0.9164 -1.7376 -0.252 -0.225 0.622 0.002
N 0.8666 -1.5984 -1.1654 -1.238 0.673 1.094 0.005
H -3.7242 1.7576 -0.0843 0.454 0.344 0.138 0.019
O -1.9610 -0.5090 0.7316 -1.501 -2.110 -0.819 -0.017
H -1.7682 -2.9129 1.7838 -0.490 0.331 -0.216 0.000
C 1.2761 -1.1612 -2.4678 0.773 0.537 -1.025 0.000
Tb 0.0326 0.2763 -0.1057 0.617 -0.748 0.870 6.121
H 1.4150 -1.9905 -3.1969 0.216 0.244 0.517 0.001
H 2.7106 -2.4563 -1.0142 0.634 0.091 0.323 0.001
H 3.0269 3.8447 2.5818 0.151 -0.412 -0.155 0.000
H 2.2520 4.5526 0.5833 0.127 -0.144 -0.072 0.000
H -3.5455 -2.7046 1.8720 0.249 0.070 -0.101 0.000
H -2.8480 -3.6270 0.5394 0.044 0.297 0.340 0.000
C 1.6909 -2.7384 -0.7612 0.591 0.899 -0.016 0.002
H 3.4959 3.5992 -0.2839 -0.187 0.012 0.097 0.000
C -2.6822 -2.7528 1.1872 -0.197 -0.589 0.277 0.000
H 2.5641 -3.4397 1.1024 -0.250 -0.253 -0.064 0.000
H 2.2564 -0.6286 -2.3561 -0.213 -0.501 -0.450 0.002
H 0.8595 -3.9281 0.8112 0.214 -0.134 0.176 0.000
N 3.4492 3.2805 1.8290 0.342 0.809 0.264 0.000
C 1.5921 -3.1252 0.7219 -0.492 0.009 -0.813 -0.001
N -0.6036 0.4911 -2.3044 -0.616 0.805 -1.192 0.330
```
Positions in Å, forces in eV/Å.

- Molecular weight: 468.21 Da
- 2S+1: 8
- Orbital gap (alpha / beta): 7.5 / 5.3 eV
- Total energy: -63423.5627 eV
- Total charge: +2



- What is the total charge in the third record?
  +2